Here is one molecule with the formula C4H7NO from the Open Molecules 2025 dataset. Energies are from ωB97M-V/def2-TZVPD.

XYZ file:
```
13
Properties=species:S:1:pos:R:3
C 1.920 -0.278 0.482
C 0.598 0.382 0.191
O 0.477 1.579 0.361
C -0.499 -0.399 -0.464
C -1.853 -0.116 0.092
N -1.487 0.361 -1.221
H 2.508 0.151 -0.327
H 1.944 -1.374 0.457
H 2.351 0.087 1.416
H -0.268 -1.387 -0.854
H -1.885 0.601 0.910
H -2.581 -0.921 0.126
H -1.234 1.348 -1.165
```

Summary:
HOMO-LUMO gap = 10.90 eV
LUMO = 0.98 eV
net charge = 0
strongest force on any atom = 0.012 Eh/bohr
energy above the lowest of the compared OMol25 structures with the same formula, charge and spin = 39.9 kcal/mol
E = -286.5681 Eh
SMILES string = CC(=O)[C@H]1CN1